a.
The following is a quantum chemistry calculation of a cluster of 2 separate species, C5H13NO in total, from the OMol25 dataset.

Calculated values
gap between HOMO and LUMO (alpha / beta) = 10.4 / 5.2 eV
multiplicity = 2
net charge = +1

Last column: Mulliken charge in e.
Element x y z (Å)
C1 -0.39 1.10 0.63  -0.512
C2 -0.31 0.48 -0.75  -0.907
C3 0.07 -0.91 -0.55  1.332
C4 1.23 -1.53 -0.87  -1.142
C5 -1.04 -1.75 -0.08  -1.110
N1 -1.73 0.98 1.35  -0.487
H1 0.28 0.51 1.43  0.407
H2 -0.13 2.19 0.53  0.335
H3 -1.27 0.61 -1.38  0.365
H4 0.41 1.02 -1.33  0.639
H5 1.41 -2.50 -0.79  0.408
H6 2.17 -1.10 -1.26  0.233
H7 -0.85 -2.87 0.30  0.353
H8 -1.59 -1.90 -1.00  0.374
H9 -1.69 -1.39 0.77  0.334
H10 -1.73 1.44 2.29  0.290
H11 -2.36 1.50 0.94  0.209
H12 1.81 1.27 -0.18  0.139
H13 3.07 1.37 -0.38  0.269
O1 2.63 1.49 0.32  -0.529

b.
The following is a quantum chemistry calculation of the ion C5H13NO with charge +1, from the OMol25 dataset.

Calculated values
gap between HOMO and LUMO (alpha / beta) = 11.2 / 6.8 eV
multiplicity = 2
net charge = +1

Last column: Mulliken charge in e.
Element x y z (Å)
C1 0.95 -0.71 -0.19  -0.637
C2 2.35 -0.14 -0.20  -0.837
O1 2.66 0.42 1.07  -0.521
C3 -0.08 0.41 -0.01  -0.402
N1 -1.44 0.04 -0.41  0.205
C4 -2.41 1.12 -0.34  -0.882
C5 -1.97 -1.25 -0.03  -0.808
H1 0.84 -1.39 0.65  0.431
H2 0.83 -1.31 -1.09  0.449
H3 2.57 0.58 -0.98  0.420
H4 3.06 -0.97 -0.34  0.316
H5 2.73 1.38 0.98  0.330
H6 -0.21 0.67 1.05  0.293
H7 0.22 1.26 -0.57  0.504
H8 -2.82 1.24 0.67  0.391
H9 -1.93 2.06 -0.61  0.347
H10 -3.21 0.93 -1.07  0.353
H11 -1.23 -2.03 -0.09  0.346
H12 -2.41 -1.15 0.97  0.364
H13 -2.83 -1.44 -0.69  0.340

c.
The following is a quantum chemistry calculation of the ion C5H13NO with charge +1, from the OMol25 dataset.

Calculated values
gap between HOMO and LUMO (alpha / beta) = 9.9 / 4.9 eV
multiplicity = 2
net charge = +1

Last column: Mulliken charge in e.
Element x y z (Å)
C1 0.56 -1.77 0.14  -0.466
O1 0.97 -2.99 0.75  -0.505
C2 -0.03 -0.92 1.25  -0.680
C3 -0.29 0.52 0.87  -0.562
C4 -1.10 0.69 -0.45  -0.480
C5 -0.87 2.12 -1.06  -0.665
N1 0.49 2.40 -1.35  -0.090
H1 1.45 -1.31 -0.31  0.242
H2 -0.19 -1.99 -0.61  0.336
H3 1.05 -3.66 0.06  0.319
H4 -1.00 -1.36 1.48  0.284
H5 0.57 -1.09 2.14  0.399
H6 -0.95 0.99 1.61  0.343
H7 0.61 1.15 0.84  0.384
H8 -0.92 -0.01 -1.23  0.388
H9 -2.16 0.64 -0.24  0.356
H10 -1.38 2.17 -2.04  0.366
H11 -1.26 2.87 -0.38  0.375
H12 1.05 2.83 -0.61  0.355
H13 0.98 1.79 -2.00  0.303

d.
The following is a quantum chemistry calculation of a cluster of 2 separate species, C5H13NO in total, from the OMol25 dataset.

Calculated values
gap between HOMO and LUMO (alpha / beta) = 8.0 / 4.6 eV
multiplicity = 2
net charge = +1

Last column: Mulliken charge in e.
Element x y z (Å)
C1 2.01 2.28 -1.75  -1.197
C2 1.51 1.61 -0.47  -0.194
C3 0.92 0.11 -0.77  -0.890
C4 0.34 -0.66 0.42  -0.437
C5 0.46 -1.37 2.70  -0.134
N1 0.83 -0.45 1.81  0.066
H1 2.79 3.08 -1.50  0.310
H2 1.25 2.49 -2.49  0.362
H3 2.66 1.51 -2.32  0.312
H4 0.73 2.18 0.06  0.327
H5 2.46 1.39 0.10  0.299
H6 1.60 -0.37 -1.49  0.425
H7 -0.01 0.24 -1.24  0.315
H8 -0.71 -0.30 0.27  0.375
H9 0.24 -1.73 0.07  0.414
H10 0.79 -1.39 3.73  0.328
H11 -0.43 -1.91 2.28  0.318
H12 -5.36 -1.72 0.60  0.314
H13 -6.52 -2.61 0.08  0.341
O1 -5.54 -2.39 -0.10  -0.656

The most stable of them is b.

a.
The following is a quantum chemistry calculation of a cluster of 2 separate species, C2H8N2S in total, from the OMol25 dataset.

Calculated values
gap between HOMO and LUMO = 9.7 eV
SMILES = [H]/N=C\S.CN

Last column: Mulliken charge in e.
Element x y z (Å)
H1 -1.65 -1.42 0.03  0.197
N1 -1.28 -0.57 0.49  -0.471
C1 -2.00 0.42 0.46  -0.015
S1 -3.73 0.64 0.14  -0.186
H2 -1.73 1.36 0.77  0.311
H3 -3.58 1.96 0.30  0.136
C2 1.65 -0.19 -0.72  -0.353
N2 2.63 -0.29 0.36  -0.560
H4 1.52 -0.94 -1.52  0.229
H5 0.68 -0.06 -0.17  0.082
H6 1.92 0.72 -1.37  0.197
H7 3.29 -0.94 0.03  0.197
H8 2.29 -0.71 1.20  0.236

b.
The following is a quantum chemistry calculation of a cluster of 2 separate species, C2H8N2S in total, from the OMol25 dataset.

Calculated values
gap between HOMO and LUMO = 8.0 eV
SMILES = [H]/N=C/N.CS

Last column: Mulliken charge in e.
Element x y z (Å)
H1 -0.42 -2.03 -1.30  0.232
N1 -0.13 -1.68 -0.40  -0.464
C1 1.13 -1.44 -0.24  0.091
N2 1.61 -0.41 0.46  -0.343
H2 1.82 -1.96 -0.89  0.328
H3 2.60 -0.46 0.70  0.247
H4 1.01 0.08 1.11  0.206
C2 -1.22 1.85 -0.01  -0.712
S1 -1.94 0.33 0.79  -0.387
H5 -1.16 1.70 -1.09  0.242
H6 -1.96 2.64 0.12  0.275
H7 -0.36 2.09 0.60  0.216
H8 -0.97 -0.73 0.15  0.067

c.
The following is a quantum chemistry calculation of a cluster of 2 separate species, C2H8N2S in total, from the OMol25 dataset.

Calculated values
gap between HOMO and LUMO = 6.1 eV

Last column: Mulliken charge in e.
Element x y z (Å)
C1 -0.68 -2.49 1.06  -0.853
S1 0.46 -1.42 0.15  -0.648
H1 -0.28 -3.52 1.09  0.236
H2 -0.81 -2.27 2.12  0.247
H3 -1.68 -2.60 0.63  0.241
N1 0.99 1.25 -1.55  -0.334
C2 0.55 1.98 -0.55  0.213
N2 -0.46 1.57 0.14  -0.307
H4 0.62 0.32 -1.72  0.188
H5 1.93 1.45 -1.89  0.220
H6 1.19 2.82 -0.35  0.349
H7 -0.66 2.00 1.03  0.196
H8 -1.17 0.91 -0.15  0.253

The most stable of them is b.